1.
{"formula": "C3H5NO3S", "method": "ωB97M-V/def2-TZVPD", "species": ["O", "C", "C", "O", "C", "S", "N", "O", "H", "H", "H", "H", "H"], "xyz": [[1.753, -0.302, -1.372], [1.344, -1.148, -0.620], [0.330, -0.896, 0.503], [1.073, -0.517, 1.651], [-0.747, 0.120, 0.096], [-2.297, -0.351, -0.222], [-0.347, 1.371, -0.044], [0.955, 1.776, 0.141], [1.746, -2.166, -0.666], [-0.204, -1.802, 0.772], [1.385, 0.386, 1.496], [-0.967, 2.095, -0.330], [1.420, 1.394, -0.640]], "atomic_forces_ev_per_a": [[0.0, 0.2, -0.1], [-0.3, -0.2, 0.2], [-0.2, 0.5, 0.2], [0.0, -0.1, -0.1], [-0.1, -0.7, -0.1], [0.3, 0.1, 0.1], [0.0, 0.0, 0.1], [0.5, 0.0, -0.3], [0.1, -0.2, 0.0], [0.1, -0.1, -0.2], [0.1, 0.0, 0.1], [-0.4, 0.4, -0.2], [0.0, 0.1, 0.3]], "mulliken_charge": [-0.520, 0.084, -0.163, -0.540, 0.166, -0.327, -0.003, -0.517, 0.384, 0.381, 0.433, 0.208, 0.414], "smiles": "O=C[C@@H](O)C(=S)NO", "e_tot_ha": -795.8997, "orbital_gap_ev": 8.683, "multiplicity": 1}

2.
{"formula": "C3H5NO4", "method": "ωB97M-V/def2-TZVPD", "species": ["N", "O", "C", "C", "O", "C", "O", "O", "H", "H", "H", "H", "H"], "xyz": [[0.621, -2.702, -0.053], [-0.313, -3.497, -0.127], [-0.357, 1.560, -1.089], [-0.595, 1.140, 0.357], [-1.481, 1.573, 1.061], [0.375, 0.026, 0.811], [-0.384, -0.888, 0.178], [1.284, -2.386, 0.960], [0.555, 1.113, -1.507], [-1.194, 1.262, -1.737], [-0.259, 2.652, -1.125], [1.370, 0.197, 0.359], [0.377, -0.050, 1.910]], "atomic_forces_ev_per_a": [[-0.9, -2.2, 3.9], [2.9, 2.1, -0.4], [0.1, 0.2, -0.1], [-1.2, 1.7, -0.5], [1.3, -0.7, -0.7], [-0.2, -0.2, 0.7], [-0.4, 0.5, -0.1], [-1.1, -1.5, -3.3], [-0.3, 0.1, 0.2], [0.1, 0.1, 0.4], [-0.1, -0.2, 0.0], [-0.3, 0.0, 0.2], [0.2, 0.0, -0.3]], "mulliken_charge": [0.669, -0.308, -0.948, 0.637, -0.502, -0.290, -0.403, -0.366, 0.304, 0.268, 0.333, 0.306, 0.301], "e_tot_ha": -472.7857, "orbital_gap_ev": [7.964, 8.008], "multiplicity": 1}

3.
{"formula": "C3H5NO4", "method": "ωB97M-V/def2-TZVPD", "species": ["C", "C", "C", "N", "O", "O", "O", "O", "H", "H", "H", "H", "H"], "xyz": [[-1.701, -0.258, 0.228], [1.388, 0.546, 0.354], [0.396, -0.453, -0.004], [-1.945, 0.975, -0.135], [-2.304, -1.212, 0.594], [0.784, 0.542, -0.934], [2.707, 0.228, 0.435], [0.762, -1.758, -0.216], [1.137, 1.403, 0.968], [-1.182, 1.518, -0.521], [-2.888, 1.338, -0.194], [2.845, -0.608, -0.033], [0.002, -2.259, -0.541]], "atomic_forces_ev_per_a": [[4.5, -1.5, 0.1], [-0.3, -0.3, 0.5], [-3.9, 0.2, 0.1], [-0.5, 1.0, -0.2], [-0.5, 0.3, -0.1], [0.1, 0.1, -0.7], [0.3, 0.0, -0.1], [0.0, 0.5, 0.1], [0.2, 0.0, 0.1], [-0.1, -0.2, 0.0], [0.1, -0.1, 0.0], [0.0, 0.0, 0.1], [0.0, 0.1, 0.1]], "mulliken_charge": [0.510, 0.075, 0.153, -0.296, -0.499, -0.465, -0.518, -0.492, 0.357, 0.248, 0.237, 0.339, 0.352], "e_tot_ha": -472.9552, "orbital_gap_ev": 9.521, "multiplicity": 1}